48
Properties=species:S:1:pos:R:3:lowdin_charge:R:1 method="wB97M-V/def2-TZVPD" homo_lumo_gap_ev=7.0 homo_ev=-11.13 charge=+1 energy_ev=-128867.0319 relative_energy_kcal_mol=0.00
I -4.377 -0.314 3.561 1.0210
H -1.435 4.961 -2.098 0.0937
C 1.273 -4.086 0.765 -0.0551
Sn -1.385 -0.215 -1.589 1.3062
C -0.241 2.526 -2.437 -0.2733
H 3.809 -4.912 -1.381 0.1223
C -0.153 0.412 3.974 -0.5846
H 0.896 -4.387 1.735 0.1113
C 1.113 -2.755 -1.222 -0.3808
H 2.429 0.758 3.144 0.1029
N -0.084 0.040 0.301 -0.0039
H -3.361 1.634 0.251 0.0886
C -2.361 -0.049 3.150 -0.6278
H -0.108 3.966 -4.022 0.1015
Cl 0.905 0.742 5.293 0.7655
N 2.615 -3.096 -2.980 -0.2156
C 0.372 0.345 2.653 -0.1452
C -0.519 0.069 1.595 -0.1369
C -1.481 0.234 4.215 -0.1473
H 0.919 4.315 -2.632 0.0889
C 0.610 -3.136 0.060 -0.0388
H 3.171 0.687 0.766 0.1245
H -0.663 4.761 -0.532 0.1097
O 0.709 0.749 -3.477 -0.2905
H -0.297 -2.689 0.447 0.0864
C 2.265 -3.437 -1.750 -0.3782
C 2.141 0.520 1.043 0.0039
H -1.860 0.303 5.225 0.1033
C 1.195 0.266 0.045 -0.1069
C 1.730 0.558 2.344 0.0160
O -3.946 -2.207 0.113 0.1680
O -2.731 -0.428 0.822 -0.2958
C -1.258 2.943 -1.455 -0.2593
N -0.071 1.244 -2.584 -0.2981
C 2.451 -4.727 0.261 -0.0618
C -1.900 -0.150 1.862 -0.3715
H 1.341 2.999 -3.753 0.0798
C 2.938 -4.424 -0.965 -0.0063
C 0.523 3.512 -3.254 -0.0080
C -1.469 4.392 -1.171 0.0139
H 2.937 -5.476 0.871 0.1108
H 1.500 0.248 -0.993 0.0972
Se 1.558 -1.812 -3.530 1.2328
N 0.576 -1.846 -2.033 -0.3476
N -1.922 2.004 -0.888 -0.1091
O -2.820 2.418 0.078 -0.0121
H -2.415 4.559 -0.667 0.0851
N -3.118 -2.021 0.840 0.1213